(1)
Below is 2 unconnected molecules or ions with the total composition C6H14O2 at a distorted geometry, with properties calculated with ωB97M-V with the def2-TZVPD basis set.

The relative energy (zero: lowest compared OMol25 entry of this formula, charge and spin) comes out at 2.115 eV. For the HOMO-LUMO gap, the calculation gives 10.49 eV. The total charge is 0.

```
22
Properties=species:S:1:pos:R:3:forces:R:3:lowdin_charge:R:1
C -0.799810 1.693552 -2.130910 0.17 0.70 -0.23 0.0005
C 0.007707 0.655588 -1.966924 -0.77 -0.52 0.31 -0.1902
C 0.957059 0.428951 -0.833122 -0.29 -0.10 0.75 -0.2015
C 0.233456 0.007194 0.465060 0.40 -0.65 -0.32 -0.1930
C -0.348279 -1.410123 0.363264 -0.99 -0.21 -0.34 -0.1697
C 0.375425 -2.514536 1.151714 1.09 0.77 1.12 -0.2180
O 1.583227 -2.073741 1.812602 -0.16 0.10 0.11 -0.1008
H -0.794630 2.582594 -1.504868 0.36 -0.12 0.11 0.0522
H -1.472108 1.781470 -2.974856 -0.14 -0.36 0.04 0.0493
H -0.213145 -0.226950 -2.561673 0.33 0.15 -0.39 0.0949
H 1.539527 1.308344 -0.584724 0.18 0.27 -0.27 0.1112
H 1.630869 -0.398032 -1.064182 0.23 0.18 -0.23 0.1075
H -0.542229 0.714720 0.710408 -0.13 0.16 -0.11 0.0674
H 0.963972 0.021132 1.270912 -0.10 0.13 0.13 0.1054
H -0.504134 -1.705226 -0.679306 0.63 0.00 -0.12 0.1003
H -1.396985 -1.395909 0.660302 -0.03 0.05 0.55 0.1039
H 0.674661 -3.367757 0.580262 -0.34 -0.58 -0.73 0.1006
H -0.192094 -2.851029 2.015586 -0.40 -0.10 -0.24 0.1132
H 2.257679 -1.841200 1.171958 0.03 -0.04 -0.22 0.0747
O -0.978160 3.013291 1.546960 -0.57 0.10 -0.37 -0.0594
H -1.350284 2.127201 1.568968 0.20 -0.20 0.31 0.0121
H -1.631724 3.450464 0.982568 0.29 0.29 0.14 0.0393
```
Positions in Å, forces in eV/Å.

---

(2)
Below is 3 unconnected molecules or ions with the total composition C6H14O2 at a distorted geometry, with properties calculated with ωB97M-V with the def2-TZVPD basis set.

The relative energy (zero: lowest compared OMol25 entry of this formula, charge and spin) comes out at 3.794 eV. For the HOMO-LUMO gap, the calculation gives 8.85 eV. The total charge is 0.

```
22
Properties=species:S:1:pos:R:3:forces:R:3:lowdin_charge:R:1
C -0.105684 1.294275 1.657732 -0.32 -0.47 2.23 0.0013
C -1.069602 1.761789 0.857456 0.13 1.39 0.50 -0.1626
C -1.501553 1.211165 -0.384522 -1.77 -0.53 -1.28 -0.3565
C -2.031849 1.825828 -1.622565 -3.63 2.79 0.10 -0.0658
C -1.513246 -0.068583 -0.524934 0.83 -4.33 0.58 -0.1751
C -1.832491 -0.998212 -1.654461 1.13 -1.52 1.12 -0.0943
H 0.337265 0.237446 1.732461 -0.40 1.92 -1.02 0.0837
H 0.045004 1.881401 2.601411 -0.02 -0.67 -0.90 0.0592
H -1.669446 2.654218 1.106222 0.95 -0.02 0.28 0.1148
H -1.210894 2.392317 -1.953110 1.06 0.33 -1.99 0.0621
H -2.841062 2.693396 -1.567420 1.41 -1.48 0.81 0.1156
H -2.638793 1.104549 -2.269127 1.88 1.17 0.50 0.0854
H -1.169495 -0.692968 0.260809 0.48 -0.07 1.24 0.0840
H -0.961915 -0.969929 -2.339575 -0.69 -0.09 -0.12 0.0920
H -2.735543 -0.640376 -2.102732 -0.57 -0.77 -0.77 0.0414
H -1.854014 -2.100312 -1.204025 -0.45 2.36 -1.27 0.1172
O 4.314084 -0.726685 0.244362 -0.18 2.32 -0.87 -0.0451
H 4.628466 -1.313769 -0.418035 0.35 -0.94 -0.39 0.0121
H 4.281451 -1.133929 1.086520 -0.09 -1.07 0.91 -0.0341
O 3.350333 -2.516890 1.975723 -0.79 1.60 -0.37 -0.0092
H 3.728528 -3.316965 2.231383 1.17 -2.11 0.66 0.0192
H 2.450454 -2.577768 2.286426 -0.46 0.20 0.06 0.0546
```
Positions in Å, forces in eV/Å.

---

(3)
Below is 2 unconnected molecules or ions with the total composition C6H14O2 at a distorted geometry, with properties calculated with ωB97M-V with the def2-TZVPD basis set.

The relative energy (zero: lowest compared OMol25 entry of this formula, charge and spin) comes out at 1.973 eV. For the HOMO-LUMO gap, the calculation gives 10.47 eV. The total charge is 0.

```
22
Properties=species:S:1:pos:R:3:forces:R:3:lowdin_charge:R:1
C 1.714873 0.684660 -1.832251 0.60 -0.49 0.36 -0.0003
C 0.756415 0.644671 -0.908602 -0.03 -0.40 -0.57 -0.2251
C 0.955748 0.257180 0.516308 1.01 0.04 2.13 -0.2096
C -0.295898 -0.017974 1.398208 -1.18 -0.01 -0.88 -0.1811
C -1.452492 -0.713604 0.626633 0.04 0.85 0.33 -0.2057
C -1.097242 -2.071231 0.058971 0.08 0.35 -0.06 -0.2679
O -0.614241 -2.982522 1.036575 -0.61 -0.13 0.13 -0.0575
H 2.762616 0.526231 -1.572164 -0.18 -0.02 0.24 0.0622
H 1.586651 0.710936 -2.902684 -0.57 0.49 -0.08 0.0519
H -0.271773 0.783428 -1.196403 -0.16 0.04 -0.25 0.0851
H 1.516023 1.007873 1.112999 -0.19 0.12 -0.64 0.1169
H 1.679916 -0.560485 0.574664 -0.26 -0.35 -0.25 0.1070
H -0.607188 0.951904 1.809512 -0.34 -0.20 -0.29 0.1023
H -0.192797 -0.649373 2.283732 0.99 0.02 -0.15 0.1051
H -1.822494 -0.095679 -0.191803 0.18 0.09 -0.23 0.0989
H -2.344319 -0.796213 1.249635 0.17 -0.18 0.39 0.1111
H -0.350552 -1.951173 -0.733202 -0.15 -0.10 -0.11 0.1148
H -2.031072 -2.451889 -0.362926 0.29 -0.41 -0.11 0.1175
H 0.337973 -3.006466 1.016804 0.35 0.07 -0.06 0.0748
O -0.436536 3.284917 -0.714238 -0.56 0.48 0.72 -0.0640
H 0.171339 2.986039 -1.390896 0.49 -0.01 0.26 0.0116
H 0.035040 3.458775 0.121138 0.01 -0.24 -0.91 0.0520
```
Positions in Å, forces in eV/Å.

---

(4)
Below is a single C6H14O3 molecule at a distorted geometry, with properties calculated with ωB97M-V with the def2-TZVPD basis set.

The relative energy (zero: lowest compared OMol25 entry of this formula, charge and spin) comes out at 1.098 eV. For the HOMO-LUMO gap, the calculation gives 10.25 eV. The total charge is 0.

```
23
Properties=species:S:1:pos:R:3:forces:R:3:lowdin_charge:R:1
C 1.080794 -0.447285 1.888982 -0.11 -0.24 0.11 -0.0930
C 1.337751 0.386309 0.637541 -1.38 0.99 -0.56 -0.3699
C 2.298181 -0.310377 -0.315809 -0.06 -0.05 -0.17 -0.0950
C -0.060018 0.956145 -0.097300 3.27 -1.22 1.84 -0.0513
C -0.871041 -0.089384 -0.799251 -3.32 1.64 -0.41 -0.5756
O -0.488014 -0.319755 -2.123280 0.19 0.47 -0.31 0.0313
O -0.951985 -1.326325 -0.160450 0.06 -0.32 0.66 0.0168
C -2.439318 0.550537 -0.779731 1.28 -1.50 -0.30 -0.1464
O -2.994365 0.500567 0.529021 0.71 -0.12 -0.16 -0.0761
H 0.699052 -1.445801 1.656571 -0.07 0.22 -0.07 0.0700
H 0.368147 0.047028 2.557090 0.05 -0.07 -0.07 0.0788
H 2.008140 -0.605358 2.454182 -0.06 0.19 -0.13 0.0770
H 1.825737 1.310976 0.972152 -0.07 -0.04 -0.08 0.1207
H 1.899636 -1.272121 -0.655888 0.02 0.07 0.03 0.0813
H 2.504919 0.315495 -1.190202 0.02 -0.05 -0.02 0.0756
H 3.263397 -0.507500 0.168185 -0.21 0.03 -0.03 0.0812
H -0.608433 1.455234 0.704975 -0.17 -0.18 -0.20 0.1155
H 0.280200 1.714775 -0.808485 -0.31 -0.13 -0.06 0.1251
H 0.464685 -0.158667 -2.199650 -0.28 -0.14 0.00 0.0904
H -1.403734 -1.929167 -0.774802 0.21 0.29 0.16 0.1266
H -2.491314 1.575236 -1.155330 0.30 -0.08 0.22 0.1194
H -3.047354 -0.074356 -1.442855 0.11 -0.07 -0.19 0.1098
H -2.675063 -0.326207 0.934334 -0.16 0.31 -0.22 0.0878
```
Positions in Å, forces in eV/Å.

---

(5)
Below is a gas-phase ion, C6H14OP (charge +1) at a distorted geometry, with properties calculated with ωB97M-V with the def2-TZVPD basis set.

The relative energy (zero: lowest compared OMol25 entry of this formula, charge and spin) comes out at 0.000 eV. For the HOMO-LUMO gap, the calculation gives 11.31 eV. The total charge is +1.

```
22
Properties=species:S:1:pos:R:3:forces:R:3:lowdin_charge:R:1
C -1.770859 -0.697227 -0.275160 1.89 2.01 0.92 -0.4219
C -3.213662 -0.695726 0.020344 -0.44 -0.27 -0.16 -0.0003
C 1.218183 0.443640 -1.741953 -0.11 -0.13 0.29 -0.1527
C 1.781411 1.508299 0.935868 -0.07 -0.21 -0.22 -0.1708
C 1.474980 -1.383121 0.590886 -0.17 0.20 -0.19 -0.1535
C -0.858285 0.528269 0.401095 -1.21 -1.87 -0.88 -0.1718
O -1.154372 -1.477844 -0.939080 -0.21 -0.45 -0.31 0.0680
P 0.885749 0.226174 0.018822 0.21 0.33 0.19 0.8679
H -3.736981 -1.296226 -0.721881 -0.01 0.01 0.02 0.1037
H -3.367801 -1.159499 0.995136 0.00 0.02 0.13 0.1094
H -3.622944 0.309318 0.056138 0.01 0.10 0.02 0.0961
H 0.804602 1.392451 -2.079748 0.00 0.05 0.02 0.0729
H 0.769122 -0.371285 -2.305233 -0.04 -0.01 0.02 0.0642
H 2.295294 0.445706 -1.902034 0.05 0.01 0.02 0.0717
H 1.614296 1.380882 2.005560 -0.01 -0.02 -0.02 0.0692
H 1.424625 2.494279 0.634453 0.01 -0.04 0.00 0.0697
H 2.849905 1.439715 0.732526 0.00 -0.01 -0.01 0.0684
H 1.176986 -1.542212 1.626408 0.00 0.03 0.03 0.0743
H 2.563337 -1.394365 0.525166 0.00 0.04 0.02 0.0724
H 1.064304 -2.175036 -0.032658 -0.02 0.06 0.02 0.0621
H -1.177164 1.480157 -0.023852 0.05 0.08 0.04 0.1009
H -1.020726 0.543652 1.479198 0.07 0.09 0.04 0.1002
```
Positions in Å, forces in eV/Å.

---

Number 1: E -10542.5012 eV, molar mass 118.2 g mol⁻¹, LUMO energy 0.8 eV. Number 2: E -10540.8227 eV, molar mass 118.2 g mol⁻¹, LUMO energy 0.4 eV. Number 3: E -10542.6436 eV, molar mass 118.2 g mol⁻¹, LUMO energy 0.8 eV. Number 4: E -12590.9996 eV, molar mass 134.2 g mol⁻¹, LUMO energy 0.7 eV. Number 5: E -17779.7661 eV, molar mass 133.2 g mol⁻¹, LUMO energy -2.7 eV.